15
Properties=species:S:1:pos:R:3:lowdin_charge:R:1 method="wB97M-V/def2-TZVPD" total_energy_ev=-11889.833 smiles="CN1C(=O)[C@@]1(C)OO" e_above_lowest_kj_mol=525.3 e_lumo_ev=0.76 homo_energy_ev=-9.343
C 1.96 0.20 -0.66 -0.0169
C -1.14 1.15 1.11 0.0200
C -0.58 -0.05 -1.22 -0.3964
C -0.58 0.03 0.26 -0.3805
O -0.51 -1.15 1.02 -0.0562
O -0.41 -2.29 0.19 0.0061
N 0.54 0.34 -0.63 0.0535
O -1.14 -0.28 -2.25 0.1152
H -1.29 -2.69 0.21 0.1164
H 2.31 0.28 -1.69 0.0946
H 2.26 -0.77 -0.25 0.0928
H 2.41 0.99 -0.06 0.0871
H -2.18 0.93 1.35 0.0873
H -0.58 1.23 2.04 0.0856
H -1.09 2.08 0.56 0.0913